No. 1
Density functional theory data (ωB97M-V with the def2-TZVPD basis set) for a structure of composition C17H36N2O6P2Zn.

Cartesian coordinates (Å):
C 0.8092 -5.9223 0.7731
O -0.2120 -5.0811 0.2652
C -1.5116 -5.5260 0.6072
C -2.5058 -4.9534 -0.3795
C -2.3566 -3.4455 -0.5627
C -2.8846 -2.6597 0.6528
C -1.9936 -1.4514 0.9185
C -0.8219 -1.7053 1.8734
C -0.7327 -0.8993 3.1917
C 0.6816 -0.5225 3.5949
C 1.1896 0.8169 2.9910
C 0.3214 1.3973 1.8884
C 0.8034 2.6508 1.2082
C 1.9149 2.4305 0.1873
C 1.3018 1.9525 -1.1163
N 2.0520 1.0088 -1.9311
C 1.3193 0.8644 -3.1410
O 1.5213 0.0447 -3.9871
C 0.1865 1.9072 -3.1283
C 0.7593 2.9654 -2.1442
P -0.5905 4.0174 -1.5046
O -0.1994 5.3157 -0.7189
O -1.4615 4.4572 -2.7255
P 2.0516 4.0014 -3.0002
N 1.5857 5.4722 -2.9440
O 2.2011 3.4294 -4.4624
O 3.3924 3.5599 -2.2850
H 0.7377 -6.9188 0.3370
H 0.7370 -6.0132 1.8588
H 1.7582 -5.4752 0.5015
H -1.5545 -6.6161 0.5896
H -1.7398 -5.2016 1.6298
H -3.5036 -5.1493 0.0176
H -2.4251 -5.4513 -1.3415
H -2.9345 -3.1507 -1.4358
H -1.3104 -3.2031 -0.7342
H -2.9136 -3.2972 1.5334
H -3.9023 -2.3309 0.4518
H -2.6950 -0.6628 1.3394
H -1.6327 -1.0562 -0.0299
H -0.8213 -2.7617 2.1319
H 0.1089 -1.5275 1.3369
H -1.1850 -1.5075 3.9721
H -1.3239 0.0458 3.1216
H 1.3270 -1.3497 3.3061
H 0.7760 -0.4422 4.6739
H 1.2181 1.5630 3.7825
H 2.2097 0.6665 2.6458
H -0.6352 1.7044 2.3815
H 0.0530 0.6617 1.1258
H -0.0655 3.0508 0.6633
H 1.0702 3.4117 1.9409
H 2.5322 3.3205 0.0757
H 2.5923 1.6501 0.5337
H 0.4024 1.3895 -0.8444
H 3.0248 1.2254 -2.1136
H -0.6551 1.3875 -2.6624
H -0.1072 2.2705 -4.1026
H 0.5924 5.2472 -0.1668
H -1.9494 5.2891 -2.6083
H 2.1987 6.1407 -2.4981
H 1.4775 3.7563 -5.0177
H 4.1616 3.9916 -2.6899
Zn -2.4446 1.2175 2.1735

Output
HOMO: -13.80 eV
Net charge: +2
HOMO-LUMO gap: 0.115 hartree

Results of the Löwdin charge analysis, in e, for atoms 1 through 4: C -0.092; O -0.211; C -0.242; C -0.162

=====

No. 2
Density functional theory data (ωB97M-V with the def2-TZVPD basis set) for a structure of composition C23H27CaN7O2SSe2.

Cartesian coordinates (Å):
Ca -0.4785 0.5290 -0.5969
C 3.7728 -0.0281 -2.5264
C 4.5569 -0.4128 -1.4518
C 3.9401 -0.8599 -0.2945
C 2.5502 -0.8945 -0.2449
N 1.7989 -0.4813 -1.2672
C 2.3953 -0.0748 -2.3810
C 1.8143 -1.4198 0.9425
C 2.4297 -2.2393 1.8818
C 1.6717 -2.7365 2.9274
C 0.3277 -2.4222 2.9990
C -0.2187 -1.5992 2.0174
N 0.5218 -1.1080 1.0249
C -1.6687 -1.2483 1.9966
C -2.4892 -1.4190 3.1054
C -3.8338 -1.1013 2.9946
C -4.3155 -0.6200 1.7907
C -3.4194 -0.4484 0.7470
N -2.1319 -0.7607 0.8445
H 4.2107 0.3090 -3.4552
H 5.6362 -0.3691 -1.5120
H 4.5330 -1.1509 0.5594
H 1.7299 0.2284 -3.1834
H 3.4703 -2.5089 1.7868
H 2.1224 -3.3827 3.6686
H -0.2888 -2.8298 3.7853
H -2.0903 -1.7726 4.0443
H -4.4925 -1.2202 3.8443
H -5.3531 -0.3500 1.6576
H -3.7369 -0.0258 -0.1980
O -1.3507 3.4555 -3.5212
C -2.7385 3.4044 -3.7908
C -3.5558 2.4147 -2.9467
C -4.9977 2.5775 -3.5017
O -5.9511 1.6827 -2.9445
C -3.1986 0.9352 -3.2083
Se -1.3372 0.2654 -3.3121
C -3.6667 2.8187 -1.4637
Se -2.1837 2.8021 -0.1679
H -1.0545 2.5248 -3.5831
H -2.8978 3.1698 -4.8542
H -3.1276 4.4123 -3.6186
H -4.9788 2.4677 -4.5934
H -5.3651 3.5789 -3.2694
H -5.7282 0.7930 -3.2397
H -3.6106 0.6615 -4.1842
H -3.7232 0.3293 -2.4674
H -4.4669 2.2112 -1.0370
H -4.0348 3.8471 -1.4474
C 2.1329 5.1288 -2.7801
C 2.3697 4.5429 -1.4416
N 3.2011 4.9668 -0.5443
N 3.0319 4.1065 0.5042
C 2.1056 3.1633 0.2835
S 1.5268 1.9770 1.3149
N 1.6994 3.4336 -0.9870
N 0.7130 2.6971 -1.6248
H 2.6457 6.0841 -2.8444
H 1.0635 5.2631 -2.9496
H 2.5124 4.4735 -3.5669
H 3.5273 4.2475 1.3662
H -0.2111 3.1333 -1.4369
H 0.8746 2.6993 -2.6259

Output
HOMO: -6.46 eV
HOMO-LUMO gap: 0.215 hartree
Relative energy (zero: lowest compared OMol25 entry of this formula, charge and spin): 2.1 kcal per mole

Results of the Löwdin charge analysis, in e, for atoms 1 through 4: Ca 0.795; C -0.043; C -0.046; C -0.008

=====

No. 3
Density functional theory data (ωB97M-V with the def2-TZVPD basis set) for the molecule C3H9NS2.

Cartesian coordinates (Å):
C 1.1786 0.0476 1.6484
C 0.8038 -0.0146 0.1410
N 0.9262 -1.4188 -0.2661
C -0.5510 0.6141 -0.1148
S -1.1111 1.1127 -1.7433
S -3.1943 0.7737 -1.8300
H 2.1027 -0.4980 1.9282
H 1.3926 1.1160 1.7933
H 0.3942 -0.2996 2.3177
H 1.6010 0.5729 -0.3376
H 1.3274 -1.5203 -1.1972
H 0.0558 -1.9360 -0.3505
H -1.3179 -0.0075 0.3617
H -0.5140 1.5314 0.5002
H -3.0940 -0.0736 -2.8510

Output
Structure (SMILES): C[C@@H](N)CSS
HOMO: -8.79 eV
HOMO-LUMO gap: 0.335 hartree
Relative energy (zero: lowest compared OMol25 entry of this formula, charge and spin): 12.4 kcal per mole

Results of the Löwdin charge analysis, in e, for atoms 1 through 4: C -0.079; C -0.514; N 0.017; C -0.593

=====

No. 4
Density functional theory data (ωB97M-V with the def2-TZVPD basis set) for a structure of composition CH2CuF3NO4S.

Cartesian coordinates (Å):
Cu -0.2524 0.7302 -1.4105
O -0.6481 1.6031 0.3592
H -1.6655 2.8182 -0.7158
N -0.0170 0.6013 1.0998
S -0.0692 -0.9068 0.6844
O -0.8520 -1.7565 1.5773
O -0.3275 -1.0478 -0.8062
C 1.6398 -1.6806 0.7892
F 2.0524 -1.6396 2.0485
F 2.4905 -0.9947 0.0358
F 1.6241 -2.9431 0.3847
O -1.5668 2.5020 -1.8195
H -2.4082 2.7144 -2.2270

Output
HOMO (alpha / beta): -9.58 / -9.38 eV
Multiplicity: 2
HOMO-LUMO gap (alpha / beta): 0.337 / 0.280 hartree
⟨S²⟩: 0.75

Results of the Löwdin charge analysis, in e, for atoms 1 through 4: Cu 0.463; O -0.241; H 0.191; N -0.206